Entry 1:
ORCA calculation (ωB97M-V/def2-TZVPD) on a molecular structure, C18H53AlB2N3O6 at a distorted geometry.

As for the total charge: +1. For the molar mass, the calculation gives 456.2 g mol⁻¹. The LUMO energy is -6.6 eV. The gap between HOMO and LUMO is 5.6 eV. As for the spin multiplicity: 1. As for the highest occupied orbital energy: -12.152 eV.

```
83
C18H53AlB2N3O6, DFT ωB97M-V/def2-TZVPD
Al 0.45 -0.44 -0.19
B 3.06 0.72 -1.28
H 2.98 -0.26 -0.85
H 3.82 1.23 -0.70
H 3.35 0.60 -2.31
H 2.12 1.24 -1.21
B -1.34 -2.82 0.36
H -0.87 -2.36 1.21
H -1.82 -2.02 -0.20
H -0.56 -3.26 -0.25
H -2.08 -3.55 0.66
C -2.18 -1.08 -3.24
O -0.78 -0.90 -2.84
C 0.04 -1.27 -3.98
C 1.44 -1.61 -3.55
N 1.44 -2.44 -2.38
C 2.84 -2.78 -1.98
C 2.75 -3.71 -0.72
O 2.05 -3.08 0.37
C 1.95 -3.89 1.58
H -2.88 -1.20 -2.41
H -2.43 -1.90 -3.90
H -2.49 -0.24 -3.86
H 0.01 -0.39 -4.62
H -0.30 -2.12 -4.56
H 2.00 -0.69 -3.39
H 1.89 -2.09 -4.43
H 0.96 -3.29 -2.62
H 3.53 -1.94 -1.88
H 3.32 -3.45 -2.70
H 3.72 -4.00 -0.31
H 2.21 -4.64 -0.91
H 1.66 -4.91 1.37
H 1.19 -3.46 2.23
H 2.87 -3.89 2.17
C 1.53 3.45 0.41
O 0.69 2.36 0.91
C 0.51 2.43 2.29
C -0.48 1.36 3.04
N -0.42 -0.03 2.65
C 0.47 -0.85 3.48
C 1.97 -0.43 3.50
O 2.39 -0.28 2.10
C 3.78 0.01 2.03
H 1.15 4.45 0.63
H 1.59 3.36 -0.68
H 2.55 3.40 0.80
H 0.23 3.43 2.61
H 1.53 2.30 2.66
H -1.50 1.75 3.00
H -0.43 1.37 4.13
H -1.34 -0.45 2.73
H 0.26 -1.91 3.28
H -0.01 -0.83 4.46
H 2.68 -1.09 4.00
H 2.11 0.56 3.93
H 4.37 -0.73 2.56
H 4.03 1.05 2.24
H 4.08 -0.19 1.01
C -5.17 2.70 2.74
O -4.11 2.26 1.94
C -4.48 1.19 0.99
C -3.33 0.30 0.46
N -2.20 1.18 0.05
C -2.53 2.00 -1.13
C -1.31 2.74 -1.62
O -0.30 1.78 -1.94
C 0.39 2.07 -3.17
H -4.92 3.44 3.50
H -5.65 1.94 3.35
H -6.03 3.06 2.17
H -4.99 1.73 0.20
H -5.26 0.60 1.46
H -3.66 -0.35 -0.36
H -3.03 -0.42 1.22
H -2.29 1.96 0.68
H -3.25 2.79 -0.91
H -2.90 1.38 -1.95
H -0.98 3.54 -0.96
H -1.49 3.33 -2.52
H 0.90 3.03 -3.28
H -0.23 1.85 -4.04
H 1.14 1.30 -3.35
```

Entry 2:
ORCA calculation (ωB97M-V/def2-TZVPD) on a molecular structure, C18H53B2MnO9 at a distorted geometry.

For the molar mass, the calculation gives 490.2 g mol⁻¹. The LUMO energy (spin up / spin down) is 0.4 / -3.2 eV. The gap between HOMO and LUMO (spin up / spin down) is 9.5 / 6.0 eV. As for the spin multiplicity: 7. As for the expectation value of S²: 12.01. As for the highest occupied orbital energy (spin up / spin down): -9.188 / -9.188 eV.

```
83
C18H53B2MnO9, DFT ωB97M-V/def2-TZVPD
Mn 31.59 2.65 -10.46
C 32.00 6.62 -10.75
C 33.00 5.50 -10.45
O 32.80 4.37 -11.17
H 30.96 6.28 -10.69
H 32.11 6.90 -11.79
H 32.22 7.48 -10.11
H 32.95 5.38 -9.37
H 34.00 5.84 -10.71
B 29.74 2.15 -11.58
H 30.26 3.09 -11.58
H 30.20 1.43 -10.92
H 28.70 2.26 -11.33
H 29.76 1.69 -12.56
B 31.48 2.64 -8.44
H 31.33 2.68 -7.37
H 32.54 2.74 -8.63
H 31.12 1.70 -8.81
H 31.00 3.49 -8.90
C 34.93 -3.24 -5.83
O 34.76 -2.52 -4.67
C 33.49 -1.91 -4.31
C 32.89 -1.02 -5.43
O 32.48 -1.80 -6.53
C 31.69 -1.23 -7.56
H 35.96 -3.57 -5.75
H 34.78 -2.60 -6.70
H 34.20 -4.05 -5.91
H 33.60 -1.34 -3.39
H 32.91 -2.79 -4.03
H 33.37 -0.06 -5.63
H 31.95 -0.72 -4.96
H 31.90 -0.17 -7.75
H 30.67 -1.33 -7.19
H 31.87 -1.75 -8.50
C 30.58 2.25 -4.30
O 30.01 2.88 -3.17
C 31.11 3.41 -2.32
C 30.64 4.35 -1.18
O 29.97 5.52 -1.63
C 29.46 6.34 -0.62
H 30.62 1.17 -4.17
H 31.53 2.60 -4.71
H 29.86 2.40 -5.11
H 31.68 4.06 -2.98
H 31.73 2.60 -1.92
H 31.48 4.78 -0.62
H 30.06 3.72 -0.51
H 28.53 5.98 -0.18
H 29.33 7.39 -0.90
H 30.13 6.45 0.24
C 35.18 2.51 -9.21
O 35.52 3.07 -10.44
C 36.61 3.96 -10.35
C 36.91 4.35 -11.78
O 35.79 4.64 -12.62
C 36.31 5.30 -13.75
H 34.84 3.31 -8.55
H 35.99 1.94 -8.75
H 34.39 1.78 -9.42
H 37.51 3.58 -9.88
H 36.17 4.79 -9.81
H 37.51 3.52 -12.16
H 37.62 5.18 -11.72
H 37.24 4.89 -14.14
H 36.58 6.30 -13.40
H 35.58 5.30 -14.55
C 27.73 5.06 -10.94
O 28.73 5.00 -9.83
C 28.49 5.68 -8.67
C 29.12 5.19 -7.36
O 28.85 6.15 -6.34
C 29.38 5.53 -5.11
H 27.57 6.11 -11.15
H 26.76 4.84 -10.50
H 27.89 4.43 -11.82
H 27.41 5.61 -8.55
H 28.74 6.70 -8.98
H 30.21 5.08 -7.41
H 28.72 4.19 -7.23
H 29.24 6.33 -4.38
H 30.43 5.25 -5.19
H 28.84 4.65 -4.77
```

Entry 3:
ORCA calculation (ωB97M-V/def2-TZVPD) on 8 unconnected molecules or ions with the total composition C18H53N2O10 at a distorted geometry.

As for the total charge: -1. For the molar mass, the calculation gives 457.6 g mol⁻¹. The LUMO energy is 2.3 eV. The gap between HOMO and LUMO is 6.4 eV. As for the spin multiplicity: 1. As for the highest occupied orbital energy: -4.163 eV.

```
83
C18H53N2O10, DFT ωB97M-V/def2-TZVPD
C -0.07 1.45 -1.01
O -0.92 2.57 -1.32
H 0.23 1.61 -0.08
H 0.64 1.29 -1.70
H -0.65 0.38 -1.05
C -3.62 1.03 -0.75
O -2.54 1.35 -1.55
H -3.13 1.09 0.17
H -3.96 0.15 -1.09
H -4.39 1.54 -0.78
H -1.99 1.69 -0.85
C -1.06 -1.32 -3.14
O -2.35 -0.75 -3.22
H -0.78 -1.50 -1.88
H -0.40 -0.61 -3.68
H -1.07 -2.31 -3.32
H -2.34 0.09 -2.62
C -3.31 2.81 1.26
O -1.97 2.80 1.14
H -3.84 2.11 0.85
H -3.80 3.74 0.80
H -3.56 2.60 2.20
H -1.55 2.46 0.22
C 0.12 2.87 -3.00
O 0.66 3.51 -1.97
H -0.27 3.62 -3.73
H -0.58 2.22 -2.61
H 0.95 2.40 -3.67
H 0.35 3.19 -1.16
C -3.00 4.70 -1.59
O -2.90 4.28 -0.24
H -3.53 5.57 -1.71
H -3.61 4.07 -2.19
H -1.94 4.92 -2.03
H -2.22 3.55 -0.08
C -2.57 -0.11 3.74
O -1.47 0.39 3.10
C -0.37 -0.48 3.04
C 0.85 0.37 2.88
N 0.80 1.48 3.85
C 1.91 2.42 3.69
C 1.99 3.20 2.42
O 0.67 3.67 2.31
C 0.53 4.59 1.17
H -2.78 -1.37 3.40
H -3.31 0.60 3.53
H -2.48 -0.35 4.77
H -0.47 -1.09 2.27
H -0.23 -1.11 4.14
H 0.85 0.82 1.72
H 1.85 -0.43 2.97
H 0.81 0.94 4.74
H 3.04 1.98 4.02
H 1.92 2.96 4.76
H 2.32 2.66 1.52
H 2.77 4.00 2.48
H 0.81 4.12 0.32
H 1.23 5.55 1.31
H -0.54 4.90 1.01
C 1.90 -0.30 -1.77
O 1.65 -1.42 -2.49
C 1.62 -2.59 -1.67
C 1.32 -3.90 -2.49
N 1.22 -5.14 -1.70
C 2.47 -5.51 -0.99
C 2.40 -6.94 -0.39
O 3.60 -7.10 0.32
C 3.88 -8.25 1.04
H 1.96 0.63 -2.36
H 2.83 -0.41 -1.31
H 1.05 -0.02 -1.07
H 1.02 -2.10 -0.99
H 2.60 -2.44 -1.23
H 2.15 -4.00 -3.09
H 0.41 -3.76 -3.06
H 0.46 -5.05 -1.04
H 2.65 -4.52 -0.36
H 3.38 -5.54 -1.77
H 2.39 -7.63 -1.13
H 1.45 -6.95 0.21
H 2.94 -8.63 1.62
H 4.80 -8.36 1.66
H 4.14 -8.98 0.30
```

Entry 4:
ORCA calculation (ωB97M-V/def2-TZVPD) on a molecular structure, C18H53O9Pd at a distorted geometry.

As for the total charge: +1. For the molar mass, the calculation gives 520.0 g mol⁻¹. The LUMO energy (spin up / spin down) is -3.2 / -5.6 eV. The gap between HOMO and LUMO (spin up / spin down) is 9.0 / 6.6 eV. As for the spin multiplicity: 3. As for the expectation value of S²: 2.01. As for the highest occupied orbital energy (spin up / spin down): -12.222 / -12.219 eV.

```
81
C18H53O9Pd, DFT ωB97M-V/def2-TZVPD
Pd 2.04 -3.10 0.53
C -0.11 0.39 0.13
C -0.01 -0.72 -0.94
O 1.10 -1.52 -0.74
H -1.05 0.91 -0.04
H 0.68 1.12 0.00
H -0.07 -0.04 1.13
H -0.01 -0.31 -1.95
H -0.94 -1.30 -0.84
C -4.12 -0.63 2.38
C -3.40 -0.79 1.04
O -3.56 -2.10 0.52
H -4.33 0.42 2.53
H -3.55 -0.99 3.23
H -5.09 -1.13 2.26
H -2.34 -0.69 1.28
H -3.75 0.01 0.39
H -2.91 -2.35 -0.13
C -0.91 -6.01 -1.11
C 0.09 -4.95 -1.52
O 1.18 -4.80 -0.59
H -1.76 -5.97 -1.79
H -1.32 -5.86 -0.11
H -0.44 -6.99 -1.18
H -0.41 -3.99 -1.59
H 0.57 -5.15 -2.48
H 1.61 -5.63 -0.36
C -1.32 -2.95 3.64
C -0.79 -3.30 2.26
O 0.56 -2.77 2.22
H -1.54 -1.89 3.72
H -0.81 -3.40 4.50
H -2.31 -3.41 3.79
H -1.38 -2.77 1.51
H -0.73 -4.37 2.05
H 1.07 -3.11 2.97
C 1.48 4.45 1.17
C 0.94 4.29 -0.25
O 0.83 5.65 -0.71
H 2.38 5.06 1.07
H 1.83 3.55 1.68
H 0.80 4.97 1.84
H -0.01 3.76 -0.30
H 1.78 3.83 -0.79
H 0.38 5.66 -1.56
C 2.67 -0.14 3.11
C 3.24 -0.46 1.75
O 3.53 -1.88 1.68
H 1.68 -0.57 3.23
H 2.59 0.93 3.32
H 3.31 -0.57 3.88
H 4.15 0.09 1.49
H 2.59 -0.19 0.92
H 4.36 -2.07 2.14
C -3.54 3.18 2.41
C -2.56 3.62 1.35
O -3.27 4.48 0.46
H -4.31 2.54 1.98
H -4.03 3.92 3.03
H -2.99 2.46 3.04
H -2.17 2.74 0.81
H -1.67 4.15 1.71
H -2.65 4.89 -0.15
C -0.47 1.02 -4.60
C -0.50 2.32 -3.82
O -0.55 3.34 -4.84
H -1.37 0.84 -5.19
H -0.60 0.16 -3.92
H 0.46 0.82 -5.13
H 0.37 2.36 -3.16
H -1.43 2.44 -3.25
H -0.34 4.19 -4.44
C 4.41 0.90 -3.48
C 3.13 0.44 -2.80
O 3.44 -0.72 -2.06
H 4.72 0.35 -4.37
H 5.24 0.83 -2.76
H 4.41 1.93 -3.84
H 2.35 0.26 -3.55
H 2.83 1.33 -2.23
H 2.65 -0.98 -1.57
```